Formula: C3H24NO11
Source: the Open Molecules 2025 dataset
Level of theory: ωB97M-V/def2-TZVPD

Summary:
* energy above the lowest of the compared OMol25 structures with the same formula, charge and spin: 182.80 kJ/mol
* 2S+1: 1
* highest occupied orbital energy: -5.64 eV
* net charge: -1
* DFT total energy: -27515.926 eV

Geometry (Å):
O -1.593 1.240 -1.593
C -0.763 1.535 -0.755
N -0.246 0.603 0.136
C -0.337 -0.848 -0.152
O 0.922 -1.387 -0.212
C -0.163 2.913 -0.599
H 0.539 1.019 0.613
H -0.802 -1.103 -1.135
H -0.959 -1.348 0.598
H 0.910 2.774 -0.922
H -0.627 3.703 -1.170
H 0.080 3.344 0.377
H -0.112 -0.749 -3.194
H -1.583 -0.386 -3.217
O -0.963 -1.018 -3.568
H -1.639 -1.697 3.382
H -1.235 -3.114 2.872
O -0.985 -2.385 3.419
H 1.314 -1.472 1.337
H 0.772 -1.673 2.730
O 1.607 -1.409 2.289
H 2.264 1.804 -2.648
H 3.415 1.433 -1.563
O 2.913 2.127 -2.019
H 1.228 -1.226 -1.587
H 2.169 -1.455 -2.872
O 1.613 -0.728 -2.505
H -3.771 -0.112 2.203
H -3.081 -1.055 1.235
O -3.366 -0.967 2.167
H -3.951 -0.732 -0.703
H -2.511 -0.246 -1.077
O -3.027 -0.798 -0.495
H 0.547 0.904 2.679
H 1.967 1.121 3.310
O 1.165 1.543 3.033
H 2.255 0.039 -0.677
H 2.886 -0.267 0.575
O 3.150 0.072 -0.293

---

Formula: C3H24NO11S
Source: the Open Molecules 2025 dataset
Level of theory: ωB97M-V/def2-TZVPD

Summary:
* energy above the lowest of the compared OMol25 structures with the same formula, charge and spin: 425.32 kJ/mol
* 2S+1: 1
* highest occupied orbital energy: -5.98 eV
* net charge: -1
* DFT total energy: -38349.783 eV

Geometry (Å):
C 0.472 2.518 -0.620
C 1.011 3.459 -1.697
S 2.765 3.806 -1.085
N -0.301 1.432 -1.220
C 0.001 -0.008 -0.755
O -0.529 -0.890 -1.463
O 0.340 -0.077 0.372
H 1.180 1.919 0.088
H -0.197 3.068 0.095
H 0.783 3.065 -2.668
H 0.629 4.452 -1.600
H 2.694 3.318 0.235
H -0.543 1.600 -2.135
H -0.626 -3.948 0.530
H -0.676 -2.436 0.025
O -1.116 -3.129 0.563
H 1.260 2.129 1.569
H 1.307 1.416 2.982
O 1.745 2.181 2.419
H -2.380 -2.592 -1.757
H -1.872 -1.641 -2.947
O -2.323 -2.511 -2.816
H 0.374 -3.087 -3.129
H 0.962 -1.798 -2.616
O 1.206 -2.608 -2.999
H -1.229 -2.830 3.328
H -2.282 -1.739 3.031
O -1.867 -2.330 3.842
H 2.220 -2.740 -0.176
H 1.854 -3.501 -1.419
O 1.581 -3.462 -0.439
H -1.987 -1.175 0.647
H -0.972 -0.372 1.339
O -1.843 -0.742 1.414
H 0.519 -0.680 3.036
H -0.338 -0.958 4.297
O 0.553 -0.496 3.917
H -4.089 0.953 0.119
H -2.715 1.034 0.842
O -3.360 1.540 0.266

---

Formula: C3H24O13
Source: the Open Molecules 2025 dataset
Level of theory: ωB97M-V/def2-TZVPD

Summary:
* 2S+1: 1
* highest occupied orbital energy: -10.19 eV
* DFT total energy: -30117.978 eV
* structure (SMILES): O=C1OCCO1.O.O.O.O.O.O.O.O.O.O

Geometry (Å):
O -2.190 -4.218 -2.944
C -2.428 -3.582 -1.908
O -3.103 -2.383 -1.814
C -3.026 -1.888 -0.515
C -2.072 -2.811 0.101
O -2.101 -3.961 -0.658
H -2.689 -0.862 -0.660
H -4.010 -1.881 -0.046
H -2.313 -2.937 1.156
H -1.084 -2.352 0.084
O 3.159 -0.743 -0.835
H 3.566 -0.534 -1.676
H 2.540 -0.029 -0.684
O 0.504 -2.507 2.363
H 0.267 -1.588 2.488
H -0.140 -2.993 2.878
O 1.793 2.232 3.138
H 1.908 2.831 2.400
H 2.647 1.812 3.242
O 1.444 -2.797 -0.460
H 1.364 -2.572 0.467
H 2.066 -2.158 -0.809
O -0.787 1.464 -2.215
H -1.715 1.426 -1.985
H -0.377 0.790 -1.673
O 1.961 2.218 -2.996
H 1.590 3.078 -2.798
H 1.359 1.597 -2.587
O 0.867 0.606 -0.215
H 0.652 1.447 0.188
H 0.728 -0.036 0.482
O 0.933 4.224 -1.203
H 0.852 4.931 -0.563
H 0.298 3.568 -0.918
O 0.141 0.144 2.362
H -0.728 0.133 2.763
H 0.466 1.031 2.518
O -0.515 2.890 0.984
H -1.225 2.565 1.537
H -0.605 3.843 1.014

---

Formula: C3H25NO10S2
Source: the Open Molecules 2025 dataset
Level of theory: ωB97M-V/def2-TZVPD

Summary:
* 2S+1: 2
* highest occupied orbital energy (alpha / beta): -0.86 / -4.47 eV
* net charge: -1
* DFT total energy: -47150.223 eV

Geometry (Å):
N 0.505 -1.083 0.764
C 0.615 0.195 0.037
C -0.779 0.433 -0.552
O -1.673 0.709 0.281
C 1.840 0.104 -0.854
S 2.737 1.652 -1.133
S 1.691 3.360 -1.133
H -0.043 -1.804 0.305
H 0.139 -0.892 1.676
H 0.851 1.134 0.648
H -0.884 0.088 -1.630
H 1.735 -0.354 -1.875
H 2.509 -0.540 -0.327
H 1.085 3.846 -0.105
H -0.710 2.755 2.464
H -1.852 2.103 1.613
O -1.673 2.761 2.278
H -0.687 0.322 3.283
H -1.773 0.322 2.227
O -1.389 -0.224 2.880
H -2.149 -2.575 1.654
H -1.921 -4.053 1.810
O -2.026 -3.381 1.159
H 1.916 0.364 4.044
H 2.207 1.773 3.198
O 1.653 1.052 3.432
H 1.324 -3.555 -2.196
H 0.932 -2.594 -1.185
O 0.879 -2.675 -2.133
H -3.723 1.392 1.053
H -4.058 0.109 0.296
O -4.432 0.769 0.860
H -1.231 -3.050 -1.305
H -1.974 -4.470 -1.437
O -1.690 -3.676 -1.847
H -1.263 -0.828 -2.993
H -2.613 -0.187 -3.016
O -1.688 0.033 -3.205
H 3.053 -3.418 0.277
H 2.100 -2.221 0.679
O 2.305 -2.910 -0.009

---

Formula: C3H28N2O9
Source: the Open Molecules 2025 dataset
Level of theory: ωB97M-V/def2-TZVPD

Summary:
* energy above the lowest of the compared OMol25 structures with the same formula, charge and spin: 4.85 kJ/mol
* 2S+1: 1
* highest occupied orbital energy: -9.57 eV
* DFT total energy: -24974.056 eV
* structure (SMILES): NCCCN.O.O.O.O.O.O.O.O.O

Geometry (Å):
N 2.410 -0.854 0.492
C 1.943 -1.164 -0.846
C 2.515 -0.343 -2.043
C 1.462 -0.350 -3.158
N 0.449 0.692 -2.946
H 2.314 0.133 0.714
H 3.359 -1.129 0.698
H 2.034 -2.224 -1.080
H 0.879 -0.913 -0.796
H 3.387 -0.870 -2.430
H 2.739 0.648 -1.663
H 1.964 -0.230 -4.110
H 1.019 -1.347 -3.172
H -0.380 0.291 -2.531
H 0.208 1.237 -3.758
O 1.479 2.129 1.859
H 1.535 2.484 0.947
H 1.771 2.836 2.447
O -0.774 -3.736 -2.486
H -0.186 -4.237 -1.907
H -0.677 -2.864 -2.082
O -3.144 1.176 3.558
H -2.219 1.330 3.274
H -3.373 0.291 3.236
O -1.388 2.110 0.278
H -0.756 1.672 -0.306
H -2.209 1.598 0.159
O -2.033 -3.375 2.150
H -2.287 -3.804 1.329
H -1.211 -2.891 1.934
O -0.576 0.625 2.717
H -0.142 1.230 2.070
H -0.008 0.776 3.482
O -4.001 1.510 0.857
H -4.871 1.904 0.765
H -3.681 1.709 1.756
O 1.128 2.592 -0.765
H 1.028 2.037 -1.567
H 0.472 3.294 -0.909
O -0.309 -1.531 1.039
H -0.518 -0.790 1.647
H 0.647 -1.651 1.148

---

Formula: C3H28NO13
Source: the Open Molecules 2025 dataset
Level of theory: ωB97M-V/def2-TZVPD

Summary:
* energy above the lowest of the compared OMol25 structures with the same formula, charge and spin: 290.06 kJ/mol
* 2S+1: 1
* highest occupied orbital energy: -6.05 eV
* net charge: -1
* DFT total energy: -31675.610 eV

Geometry (Å):
O 2.505 0.115 0.935
C 1.778 -0.659 0.311
N 0.502 -0.930 0.683
C -0.278 0.250 1.306
O -1.582 0.047 1.111
C 2.307 -1.127 -1.013
H -0.136 -1.359 0.036
H 0.153 1.144 0.847
H -0.109 0.360 2.396
H 2.168 -2.205 -1.261
H 2.013 -0.545 -1.900
H 3.420 -1.270 -1.118
H -2.086 1.476 -2.173
H -2.109 1.116 -0.644
O -2.138 1.851 -1.282
H 2.844 3.488 -0.777
H 3.232 2.096 -0.221
O 3.259 2.652 -1.011
H 2.042 2.351 -2.604
H 3.023 1.461 -3.302
O 2.146 1.832 -3.439
H 2.376 0.673 2.741
H 2.359 -0.804 3.206
O 2.472 0.093 3.535
H -2.534 -0.850 2.270
H -2.947 -1.201 3.745
O -2.767 -1.585 2.883
H -0.831 -3.987 2.274
H -0.159 -2.572 2.105
O -0.010 -3.494 2.341
H -2.371 2.646 0.216
H -1.526 2.525 1.548
O -1.967 3.152 0.970
H -1.007 -3.523 -1.931
H -2.080 -2.642 -1.332
O -1.265 -2.595 -1.942
H -2.069 -1.636 0.538
H -3.588 -1.787 0.255
O -2.735 -2.185 0.070
H -1.486 -0.847 -3.006
H -0.389 0.356 -2.653
O -1.060 -0.010 -3.232
H -0.393 2.914 -0.991
H 0.504 2.322 0.142
O 0.520 2.894 -0.634

---

Formula: C3H28O11
Source: the Open Molecules 2025 dataset
Level of theory: ωB97M-V/def2-TZVPD

Summary:
* energy above the lowest of the compared OMol25 structures with the same formula, charge and spin: 311.46 kJ/mol
* 2S+1: 1
* highest occupied orbital energy: -10.45 eV
* DFT total energy: -26087.643 eV
* structure (SMILES): CO.CO.CO.O.O.O.O.O.O.O.O

Geometry (Å):
C -0.520 -1.845 -3.455
O -1.733 -2.558 -3.218
H -0.608 -0.738 -3.416
H 0.103 -2.120 -2.630
H -0.102 -2.098 -4.387
H -1.984 -2.967 -4.037
C -2.306 0.319 3.780
O -0.903 0.481 3.566
H -2.463 0.486 4.899
H -2.905 0.985 3.136
H -2.677 -0.718 3.662
H -0.710 0.149 2.698
C 1.789 1.963 1.226
O 2.323 1.857 -0.082
H 0.714 1.855 1.256
H 2.194 1.197 1.790
H 2.169 2.870 1.605
H 2.308 0.901 -0.325
O -0.366 1.593 -4.033
H -0.752 2.298 -4.585
H 0.410 2.049 -3.570
O -2.384 1.144 -1.681
H -1.812 1.000 -2.475
H -2.053 2.010 -1.409
O 1.235 -0.657 4.462
H 1.469 -0.417 5.370
H 0.408 -0.173 4.212
O 2.197 -1.628 1.881
H 1.998 -1.357 2.812
H 2.530 -2.556 2.042
O 1.951 2.782 -2.606
H 2.584 2.445 -3.271
H 2.306 2.606 -1.710
O -2.630 -1.367 -0.500
H -2.126 -2.072 -1.014
H -2.556 -0.492 -1.005
O -0.572 -0.791 1.031
H -0.132 -1.588 1.316
H -1.370 -0.979 0.532
O 1.931 -1.364 -0.920
H 0.995 -1.034 -0.989
H 2.050 -1.474 0.043

---

Formula: C3H29NO10
Source: the Open Molecules 2025 dataset
Level of theory: ωB97M-V/def2-TZVPD

Summary:
* 2S+1: 2
* highest occupied orbital energy (alpha / beta): 0.26 / -6.37 eV
* net charge: -1
* DFT total energy: -25545.639 eV

Geometry (Å):
C 1.569 1.417 2.558
C 0.523 1.860 1.484
C 0.421 3.345 1.114
N 0.616 1.008 0.243
H 1.345 2.049 3.435
H 1.269 0.462 3.002
H 2.520 1.401 2.062
H -0.527 1.579 1.881
H 1.148 4.054 1.482
H 0.381 3.504 0.023
H -0.554 3.796 1.587
H 1.445 1.253 -0.381
H -0.257 1.228 -0.295
H -1.917 -2.680 -1.141
H -2.042 -1.950 -2.578
O -2.507 -2.222 -1.821
H -2.141 -1.313 1.790
H -3.173 -1.961 2.946
O -2.515 -2.130 2.227
H -1.332 0.716 2.272
H -2.294 0.748 1.021
O -2.282 0.501 1.931
H 2.899 -1.750 -0.029
H 2.558 -1.574 -1.420
O 3.292 -1.920 -0.922
H -1.891 0.583 -1.862
H -2.676 -0.450 -1.049
O -2.331 0.427 -1.016
H 0.587 -3.279 -1.818
H 1.983 -3.713 -2.316
O 1.074 -3.755 -2.536
H -0.064 1.819 -3.008
H -1.282 2.378 -3.744
O -0.791 1.563 -3.601
H 1.227 -1.183 1.969
H 0.574 -1.663 0.650
O 1.428 -1.637 1.139
H 2.102 3.410 -2.513
H 2.759 2.058 -2.608
O 1.863 2.487 -2.521
H -1.398 -3.099 1.295
H -0.794 -4.185 0.557
O -0.815 -3.187 0.509

---

Formula: C3H29O14S2
Source: the Open Molecules 2025 dataset
Level of theory: ωB97M-V/def2-TZVPD

Summary:
* 2S+1: 1
* highest occupied orbital energy: -6.08 eV
* net charge: -1
* DFT total energy: -53923.852 eV

Geometry (Å):
C 0.804 -1.404 0.321
C 0.498 -1.152 -1.148
O -0.478 -1.737 -1.678
O 1.268 -0.352 -1.746
C 0.359 -0.192 1.118
S 0.780 -0.453 2.865
S 0.564 1.404 3.671
H 0.312 -2.323 0.642
H 1.878 -1.574 0.425
H 0.893 0.701 0.787
H -0.706 0.021 0.992
H 1.622 2.025 3.116
H -0.910 1.137 -3.409
H 0.451 0.931 -2.813
O -0.124 1.658 -3.123
H 0.190 -4.730 -1.606
H -0.591 -3.497 -1.130
O -0.368 -4.420 -0.889
H 3.647 -0.783 2.168
H 4.118 -0.099 0.839
O 4.131 -0.027 1.821
H -3.388 -1.282 2.195
H -2.694 -2.651 1.995
O -3.446 -2.132 1.694
H -2.238 1.948 0.088
H -3.111 0.654 -0.071
O -3.000 1.466 0.466
H -0.684 2.384 -1.613
H 0.021 2.728 -0.282
O -0.845 2.730 -0.704
H 3.044 -0.359 -1.322
H 3.997 0.795 -1.113
O 3.923 -0.152 -0.943
H 1.770 2.786 -1.516
H 1.723 1.289 -1.152
O 2.017 2.160 -0.826
H 2.353 2.413 1.042
H 3.126 1.542 2.055
O 2.499 2.290 1.993
H -2.383 0.535 3.356
H -3.140 0.847 2.048
O -3.206 0.338 2.898
H -1.377 -0.933 -3.128
H -2.739 -0.265 -2.966
O -1.993 -0.319 -3.578
H -2.200 -1.430 -1.050
H -3.326 -1.504 0.006
O -3.042 -1.013 -0.797

---

Formula: C3H2AgFO2
Source: the Open Molecules 2025 dataset
Level of theory: ωB97M-V/def2-TZVPD

Summary:
* energy above the lowest of the compared OMol25 structures with the same formula, charge and spin: 0.00 kJ/mol
* 2S+1: 3
* highest occupied orbital energy (alpha / beta): -6.39 / -10.31 eV
* DFT total energy: -13949.421 eV

Geometry (Å):
C 0.955 0.049 0.302
C -2.149 -0.129 0.279
O 0.529 0.801 1.157
O 0.023 -0.794 -0.330
C -1.175 -1.039 0.270
H -3.044 -0.197 0.893
F -2.136 0.934 -0.553
H -1.264 -1.938 0.879
Ag 3.014 -0.126 -0.590

---

Formula: C3H2AgO2
Source: the Open Molecules 2025 dataset
Level of theory: ωB97M-V/def2-TZVPD

Summary:
* energy above the lowest of the compared OMol25 structures with the same formula, charge and spin: 347.65 kJ/mol
* 2S+1: 2
* highest occupied orbital energy (alpha / beta): -7.84 / -7.86 eV
* DFT total energy: -11230.007 eV

Geometry (Å):
O 0.280 1.632 -0.046
C -0.714 0.783 0.125
C -0.653 -0.497 -0.349
O 0.717 -0.852 -0.378
C 1.210 -1.512 0.687
Ag 2.191 0.612 -0.205
H -1.626 1.108 0.648
H -1.404 -1.274 -0.481

---

Formula: C3H2AuO3
Source: the Open Molecules 2025 dataset
Level of theory: ωB97M-V/def2-TZVPD

Summary:
* energy above the lowest of the compared OMol25 structures with the same formula, charge and spin: 158.64 kJ/mol
* 2S+1: 4
* highest occupied orbital energy (alpha / beta): -18.32 / -21.69 eV
* net charge: +2
* DFT total energy: -12947.365 eV

Geometry (Å):
O -1.299 0.329 0.244
C -1.435 -1.048 0.060
C -0.398 -1.741 -0.176
O 0.834 -0.125 0.075
C -0.063 0.752 0.130
O 0.113 1.965 -0.260
Au 2.854 0.068 0.300
H 0.083 -2.707 -0.188
H -0.688 2.508 -0.187

---

Number 1: strongest force on any atom 2.76 eV/Å. Number 2: strongest force on any atom 7.21 eV/Å. Number 3: strongest force on any atom 4.46 eV/Å. Number 4: strongest force on any atom 4.48 eV/Å. Number 5: strongest force on any atom 1.53 eV/Å. Number 6: strongest force on any atom 3.58 eV/Å. Number 7: strongest force on any atom 2.30 eV/Å. Number 8: strongest force on any atom 3.23 eV/Å. Number 9: strongest force on any atom 2.43 eV/Å. Number 10: strongest force on any atom 4.77 eV/Å. Number 11: strongest force on any atom 4.98 eV/Å. Number 12: strongest force on any atom 4.31 eV/Å.